Formula: C34H46N8OS
Source: the Open Molecules 2025 dataset
Level of theory: ωB97M-V/def2-TZVPD

Last columns: bonded neighbours and bond lengths (Å).
CARTESIAN COORDINATES (ANGSTROEM)
1 C 27.30882 12.70474 -12.82925  S2 1.807, H5 1.086, H6 1.092, H7 1.087
2 S 28.06504 11.52780 -11.68582  C1 1.807, O3 1.512, C4 1.842
3 O 29.42478 12.16446 -11.50664  S2 1.512
4 C 26.95379 12.00517 -10.29585  S2 1.842, H8 1.090, H9 1.093, H10 1.091
5 H 27.11792 13.63652 -12.30544  C1 1.086
6 H 26.43336 12.14240 -13.16111  C1 1.092
7 H 28.03434 12.84655 -13.62553  C1 1.087
8 H 27.23353 12.96390 -9.86037  C4 1.090
9 H 27.05746 11.22844 -9.53346  C4 1.093
10 H 25.88134 12.00403 -10.49836  C4 1.091
11 N 22.88588 14.59195 -12.13866  C12 1.376, C15 1.354, H16 1.004
12 C 23.82740 13.87024 -12.83565  N11 1.376, C13 1.384, H17 1.074
13 C 23.50616 12.54539 -12.59926  C12 1.384, C14 1.420, H18 1.083
14 C 22.26216 12.46253 -11.91891  C13 1.420, C15 1.380, H19 1.074
15 C 21.93719 13.77168 -11.62726  N11 1.354, C14 1.380, H20 1.079
16 H 22.82725 15.59336 -12.08918  N11 1.004
17 H 24.71218 14.27067 -13.29361  C12 1.074
18 H 24.17612 11.71489 -12.78370  C13 1.083
19 H 21.69992 11.59495 -11.62717  C14 1.074
20 H 21.17546 14.07345 -10.92489  C15 1.079
21 N 26.07162 13.20699 -16.43188  C22 1.363, C25 1.365, H26 1.002
22 C 27.43026 13.13736 -16.52186  N21 1.363, C23 1.388, H27 1.081
23 C 27.98696 14.22897 -15.86925  C22 1.388, C24 1.414, H28 1.073
24 C 26.88541 15.00596 -15.44322  C23 1.414, C25 1.369, H29 1.080
25 C 25.72831 14.35385 -15.77624  N21 1.365, C24 1.369, H30 1.076
26 H 25.37237 12.58979 -16.79758  N21 1.002
27 H 27.79657 12.32408 -17.13259  C22 1.081
28 H 29.03908 14.41538 -15.76617  C23 1.073
29 H 26.95641 15.90834 -14.85366  C24 1.080
30 H 24.70496 14.58418 -15.53458  C25 1.076
31 N 31.13196 14.42853 -12.97576  C32 1.375, C35 1.368, H36 1.009
32 C 32.37323 14.92435 -12.65532  N31 1.375, C33 1.384, H37 1.080
33 C 32.54576 16.14303 -13.28827  C32 1.384, C34 1.404, H38 1.076
34 C 31.32840 16.42086 -13.93026  C33 1.404, C35 1.361, H39 1.081
35 C 30.48928 15.36630 -13.73706  N31 1.368, C34 1.361, H40 1.076
36 H 30.71795 13.67840 -12.44355  N31 1.009
37 H 32.95361 14.27694 -12.01488  C32 1.080
38 H 33.40997 16.78469 -13.28844  C33 1.076
39 H 30.99672 17.22694 -14.56932  C34 1.081
40 H 29.42392 15.32219 -13.88254  C35 1.076
41 N 26.35914 15.87142 -7.82687  C42 1.363, C45 1.369, H46 1.001
42 C 25.75138 15.54437 -9.00206  N41 1.363, C43 1.364, H47 1.082
43 C 24.81090 14.57706 -8.80133  C42 1.364, C44 1.430, H48 1.077
44 C 24.89209 14.27518 -7.40607  C43 1.430, C45 1.374, H49 1.080
45 C 25.82173 15.10559 -6.82791  N41 1.369, C44 1.374, H50 1.076
46 H 26.96121 16.65774 -7.67960  N41 1.001
47 H 26.02265 16.02781 -9.93102  C42 1.082
48 H 24.15769 14.18181 -9.56033  C43 1.077
49 H 24.25934 13.60776 -6.83972  C44 1.080
50 H 26.14463 15.18703 -5.80505  C45 1.076
51 N 24.39289 6.82915 -9.49648  C52 1.372, C55 1.367, H56 1.003
52 C 23.09600 7.10945 -9.84709  N51 1.372, C53 1.370, H57 1.074
53 C 23.02377 8.47028 -9.98949  C52 1.370, C54 1.441, H58 1.080
54 C 24.31434 9.03686 -9.69145  C53 1.441, C55 1.359, H59 1.076
55 C 25.11869 7.98303 -9.39120  N51 1.367, C54 1.359, H60 1.078
56 H 24.73850 5.89960 -9.34476  N51 1.003
57 H 22.36833 6.35573 -10.08501  C52 1.074
58 H 22.16982 8.97930 -10.41118  C53 1.080
59 H 24.52454 10.08307 -9.55421  C54 1.076
60 H 26.16115 7.88543 -9.13447  C55 1.078
61 N 31.43897 10.03706 -8.47393  C62 1.392, C65 1.361, H66 1.002
62 C 31.46774 9.29383 -7.29742  N61 1.392, C63 1.371, H67 1.074
63 C 30.16954 8.92015 -7.06241  C62 1.371, C64 1.401, H68 1.082
64 C 29.34903 9.35497 -8.11183  C63 1.401, C65 1.379, H69 1.076
65 C 30.15821 10.11862 -8.92577  N61 1.361, C64 1.379, H70 1.080
66 H 32.28012 10.33896 -8.92611  N61 1.002
67 H 32.39465 9.08832 -6.79471  C62 1.074
68 H 29.96000 8.21393 -6.26972  C63 1.082
69 H 28.29672 9.16817 -8.23777  C64 1.076
70 H 29.95969 10.70435 -9.81141  C65 1.080
71 N 28.24060 18.05107 -10.03154  C72 1.383, C75 1.365, H76 1.004
72 C 27.56613 17.80859 -11.21419  N71 1.383, C73 1.380, H77 1.076
73 C 27.93993 16.54799 -11.63219  C72 1.380, C74 1.431, H78 1.079
74 C 28.88352 16.04225 -10.68202  C73 1.431, C75 1.364, H79 1.078
75 C 28.89722 16.92023 -9.63865  N71 1.365, C74 1.364, H80 1.078
76 H 28.01986 18.89216 -9.53010  N71 1.004
77 H 26.84765 18.53830 -11.54449  C72 1.076
78 H 27.58376 16.11678 -12.55459  C73 1.079
79 H 29.37646 15.09509 -10.82854  C74 1.078
80 H 29.36090 16.82416 -8.67044  C75 1.078
81 N 31.49938 10.88438 -12.99843  C82 1.369, C85 1.372, H86 1.022
82 C 32.51692 10.05645 -12.60833  N81 1.369, C83 1.368, H87 1.075
83 C 33.11641 9.59351 -13.74791  C82 1.368, C84 1.426, H88 1.079
84 C 32.39704 10.09494 -14.87242  C83 1.426, C85 1.388, H89 1.076
85 C 31.35471 10.85715 -14.36204  N81 1.372, C84 1.388, H90 1.080
86 H 30.73526 11.11021 -12.35869  N81 1.022
87 H 32.72311 9.92977 -11.56061  C82 1.075
88 H 33.96474 8.94540 -13.90504  C83 1.079
89 H 32.57173 9.93045 -15.92117  C84 1.076
90 H 30.71877 11.62214 -14.78144  C85 1.080

Properties
**Largest force on an atom**: 2.0 eV Å⁻¹
**Relative energy (zero: lowest compared OMol25 entry of this formula, charge and spin)**: 17.2 kcal/mol
**HOMO-LUMO gap**: 8.27 eV
**Highest occupied orbital energy**: -0.2866 Eh

These are the Mulliken partial charges, in e, on atoms 1 to 5: number 1, C, carries -0.03; number 2, S, carries 0.33; number 3, O, carries -0.82; number 4, C, carries -0.48; number 5, H, carries -0.02